DFT (ωB97M-V/def2-TZVPD) results for C24H25BrI2NO5SiTi as an isolated structure.

Atoms and positions in Å:
I1 8.329 -1.848 0.293
I2 4.571 -1.498 -0.050
Br1 3.162 1.163 2.276
Ti1 1.928 -1.337 -0.238
Si1 -0.611 0.770 -0.175
O1 0.982 -4.706 1.781
O2 2.429 -0.578 -2.128
O3 0.854 0.071 0.144
O4 1.453 -3.125 0.264
O5 0.747 -1.897 -1.862
N1 2.166 -1.420 2.054
C1 -0.708 1.728 2.433
C2 -3.333 -0.138 -0.162
C3 -4.357 -1.047 0.064
C4 2.449 -2.036 4.736
C5 1.459 -1.198 -2.650
C6 0.523 1.997 -2.467
C7 -1.998 -0.458 0.114
C8 0.559 2.481 -3.767
C9 -0.536 2.309 -4.602
C10 1.968 -2.988 3.850
C11 1.160 -1.118 -4.107
C12 -2.754 -2.648 0.852
C13 -0.793 2.245 0.992
C14 -2.133 2.964 0.796
C15 -1.684 1.148 -2.835
C16 2.631 -0.520 2.906
C17 -0.601 1.325 -1.971
C18 -4.069 -2.305 0.576
C19 2.786 -0.784 4.261
C20 -1.737 -1.731 0.620
C21 1.851 -2.632 2.524
C22 -1.656 1.636 -4.136
C23 0.338 3.249 0.735
C24 1.385 -3.612 1.475
H1 1.395 2.126 -1.836
H2 -0.512 2.690 -5.615
H3 -2.510 -3.630 1.237
H4 1.933 -0.552 -4.618
H5 0.193 -0.631 -4.235
H6 -4.866 -3.016 0.752
H7 1.321 2.777 0.780
H8 1.446 2.988 -4.127
H9 -0.799 2.563 3.137
H10 -1.510 1.018 2.650
H11 0.246 1.232 2.627
H12 0.230 3.726 -0.242
H13 -2.291 3.262 -0.245
H14 -0.719 -2.032 0.826
H15 0.309 4.038 1.494
H16 -2.975 2.345 1.109
H17 1.697 -3.990 4.147
H18 -2.564 0.615 -2.495
H19 2.573 -2.270 5.785
H20 -5.380 -0.773 -0.163
H21 1.087 -2.127 -4.512
H22 3.183 -0.016 4.907
H23 -3.586 0.832 -0.575
H24 -2.509 1.485 -4.787
H25 -2.151 3.874 1.405

relative energy (zero: lowest compared OMol25 entry of this formula, charge and spin): 55.8 kJ/mol
total charge: -1
Kohn-Sham gap: 4.849 eV
total energy: -5669.27915 a.u.
molar mass: 817.13 Da



DFT (ωB97M-V/def2-TZVPD) results for C2H8N4O as an isolated structure.

Atoms and positions in Å:
O1 1.206 -0.935 0.599
N1 0.393 0.136 1.217
N2 -1.426 -0.061 -0.318
N3 -0.551 2.011 0.031
N4 -1.862 -1.183 0.060
C1 1.766 -0.294 -0.752
C2 -0.538 0.810 0.347
H1 -1.998 0.252 -1.037
H2 -2.496 -1.296 1.033
H3 0.588 -0.945 -1.502
H4 -1.213 -2.064 0.083
H5 0.912 0.798 1.632
H6 2.885 -1.016 -0.534
H7 0.433 2.547 0.019
H8 1.902 1.241 -0.877

relative energy (zero: lowest compared OMol25 entry of this formula, charge and spin): 1061.6 kJ/mol
Kohn-Sham gap: 9.109 eV
total energy: -374.90227 a.u.
molar mass: 104.11 Da



DFT (ωB97M-V/def2-TZVPD) results for an isolated ion of composition C5H7N2O2 and charge -1.

Atoms and positions in Å:
O1 0.767 0.046 -2.118
O2 2.112 1.578 -1.129
N1 0.309 2.392 0.779
N2 -0.648 2.312 -0.029
C1 -0.408 -0.112 0.615
C2 -1.497 -0.874 -0.196
C3 0.036 1.087 -0.167
C4 1.078 0.895 -1.235
C5 0.834 -1.058 0.804
H1 -1.152 -0.973 -1.219
H2 -1.781 -1.807 0.299
H3 0.476 -2.118 0.945
H4 -0.725 0.449 1.547
H5 1.524 -0.550 1.464
H6 -2.324 -0.142 -0.191
H7 1.399 -1.123 -0.169

structure (SMILES): CC(C)C1(C(=O)[O-])N=N1
relative energy (zero: lowest compared OMol25 entry of this formula, charge and spin): 291.3 kJ/mol
total charge: -1
Kohn-Sham gap: 8.442 eV
total energy: -454.69188 a.u.
molar mass: 127.12 Da